Below is a single C6H13N molecule, with properties calculated with ωB97M-V/def2-TZVPD.

```
20
Properties=species:S:1:pos:R:3
C -1.82 2.47 -0.26
C -0.56 1.64 -0.04
C -0.75 0.23 -0.57
N 0.44 -0.61 -0.35
C 0.35 -2.07 -0.52
C 0.52 -1.55 0.86
C 1.95 -1.65 1.33
H -2.68 2.03 0.25
H -2.07 2.54 -1.33
H -1.70 3.49 0.12
H 0.29 2.12 -0.54
H -0.32 1.58 1.03
H -0.98 0.24 -1.64
H -1.55 -0.28 -0.03
H 1.19 -2.46 -1.12
H -0.62 -2.42 -0.87
H 1.30 -0.21 -0.74
H 2.09 -2.63 1.80
H 2.72 -1.57 0.53
H 2.19 -0.90 2.09
```

The calculation puts the orbital gap at 0.2970 Ha. The calculation puts the LUMO energy at 1.02 eV. As for the electronic energy: -7919.81909 eV. For the energy relative to the best compared isomer or geometry (same formula, charge and spin), the calculation gives 3.014 eV.

Below is 2 unconnected molecules or ions with the total composition CBrNO4, with properties calculated with ωB97M-V/def2-TZVPD.

```
7
Properties=species:S:1:pos:R:3
O 0.97 -1.64 0.14
N 0.17 -2.06 0.88
O -1.01 -2.16 0.90
Br -2.45 -1.39 -0.55
O 1.25 2.10 -0.35
C 0.14 1.94 -0.56
O -0.99 1.81 -0.71
```

The calculation puts the orbital gap (spin up / spin down) at 0.3096 / 0.3075 Ha. As for the SMILES: O=NOBr.O=C=O. The calculation puts the LUMO energy (spin up / spin down) at -2.24 / -2.22 eV. As for the electronic energy: -80755.54556 eV. For the energy relative to the best compared isomer or geometry (same formula, charge and spin), the calculation gives 0.138 eV.

Below is a molecular structure, C35H44F5GaGeN3OSi, with properties calculated with ωB97M-V/def2-TZVPD.

```
91
Properties=species:S:1:pos:R:3
Ga 0.02 0.07 -0.84
N -2.11 1.07 2.87
C -1.29 0.19 2.34
O -0.04 0.35 2.54
C -1.83 -0.93 1.52
C -0.99 -1.29 0.30
H -1.74 1.87 3.37
H -3.09 1.08 2.61
H -2.86 -0.69 1.23
H -1.90 -1.77 2.23
H -1.66 -1.76 -0.42
H -0.27 -2.07 0.59
Ge 1.16 -0.78 3.52
C 0.49 -2.58 3.41
C 0.82 -3.46 2.38
C 0.33 -4.76 2.39
C -0.47 -5.19 3.44
C -0.80 -4.32 4.47
C -0.32 -3.02 4.46
C 2.95 -0.39 2.95
C 3.77 -1.41 2.45
C 5.12 -1.17 2.25
C 5.66 0.07 2.52
C 4.85 1.09 3.00
C 3.50 0.86 3.23
H 0.83 -0.15 4.88
H 1.41 -3.12 1.54
H 0.59 -5.43 1.59
H -0.84 -6.20 3.45
H -1.43 -4.65 5.28
H -0.57 -2.35 5.27
H 3.37 -2.39 2.25
H 5.76 -1.97 1.89
H 6.72 0.25 2.38
H 5.27 2.07 3.22
H 2.88 1.65 3.62
C -0.38 1.47 -5.14
Si -0.56 -0.10 -4.10
C -1.76 -1.33 -4.86
C 1.07 -1.02 -4.25
N -1.01 0.32 -2.46
C -2.29 0.86 -2.25
C -2.83 0.98 -0.95
C -4.09 1.50 -0.71
C -4.89 1.93 -1.74
C -4.39 1.84 -3.03
C -3.13 1.32 -3.28
H 0.62 1.54 -5.57
H -0.56 2.36 -4.53
H -1.09 1.51 -5.97
H -1.38 -1.63 -5.84
H -2.78 -0.96 -5.00
H -1.82 -2.22 -4.24
H 1.36 -0.94 -5.30
H 0.96 -2.07 -4.02
H 1.90 -0.64 -3.65
H -2.23 0.68 -0.10
H -4.43 1.58 0.32
H -5.88 2.33 -1.56
H -4.99 2.18 -3.87
H -2.79 1.31 -4.30
C 5.52 2.26 -1.97
N 4.44 1.28 -2.29
C 3.51 1.83 -3.31
C 3.73 0.82 -1.03
C 3.18 -0.57 -1.22
C 4.16 -1.55 -1.44
C 3.82 -2.87 -1.65
C 2.49 -3.22 -1.62
C 1.52 -2.26 -1.38
C 1.81 -0.89 -1.17
H 5.95 2.62 -2.90
H 6.27 1.77 -1.37
H 5.07 3.08 -1.42
H 4.87 0.44 -2.69
H 3.17 2.81 -2.97
H 2.65 1.17 -3.40
H 4.03 1.92 -4.26
H 2.98 1.55 -0.81
H 4.48 0.83 -0.24
H 5.21 -1.27 -1.42
H 4.59 -3.61 -1.82
H 2.19 -4.25 -1.78
H 0.49 -2.58 -1.37
F 1.08 2.59 -1.28
C 0.40 2.05 -0.19
F 1.33 2.04 0.85
C -0.55 3.19 0.21
F 0.12 4.25 0.66
F -1.37 2.79 1.20
F -1.29 3.59 -0.82
```

The calculation puts the orbital gap at 0.2536 Ha. Its charge is +1. The calculation puts the LUMO energy at -2.30 eV. As for the electronic energy: -173880.27243 eV.

Below is a molecular structure, C27H20F9NP2V, with properties calculated with ωB97M-V/def2-TZVPD.

```
60
Properties=species:S:1:pos:R:3
V 0.31 1.79 -0.14
N -1.53 2.12 -1.20
C -1.42 1.79 -2.62
C -2.11 2.54 -3.56
C -1.98 2.22 -4.90
C -1.16 1.17 -5.29
C -0.47 0.43 -4.35
C -0.59 0.74 -2.99
P 0.32 -0.09 -1.67
C -0.66 -1.51 -1.16
C -0.25 -2.22 -0.02
C -0.97 -3.32 0.40
C -2.10 -3.72 -0.30
C -2.52 -3.02 -1.42
C -1.79 -1.92 -1.85
C 1.86 -0.69 -2.38
C 2.02 -2.01 -2.80
C 3.22 -2.42 -3.36
C 4.26 -1.51 -3.50
C 4.11 -0.19 -3.08
C 2.91 0.22 -2.52
H -1.84 3.08 -1.09
H -2.23 1.54 -0.74
H -2.74 3.36 -3.24
H -2.51 2.80 -5.64
H -1.06 0.93 -6.34
H 0.18 -0.37 -4.66
H 0.63 -1.90 0.53
H -0.64 -3.87 1.27
H -2.66 -4.59 0.04
H -3.40 -3.33 -1.96
H -2.12 -1.38 -2.74
H 1.21 -2.72 -2.68
H 3.34 -3.44 -3.68
H 5.20 -1.83 -3.93
H 4.92 0.51 -3.19
H 2.81 1.24 -2.19
F 0.55 3.76 0.70
P 2.03 4.03 -0.09
F 2.21 2.28 0.25
F 1.63 5.48 -0.46
F 2.71 4.35 1.27
F 1.17 3.38 -1.40
F 3.34 3.96 -0.92
F -2.55 -1.21 8.26
C -1.25 -1.28 7.94
F -0.88 -2.56 8.07
F -0.57 -0.57 8.85
C -1.01 -0.78 6.54
C -1.39 -1.59 5.47
C -1.20 -1.15 4.18
C -0.63 0.11 3.95
C -0.27 0.92 5.02
C -0.46 0.47 6.32
C -0.43 0.54 2.60
C -0.29 0.83 1.42
H -1.81 -2.57 5.66
H -1.48 -1.77 3.34
H 0.17 1.89 4.84
H -0.17 1.09 7.16
```

The calculation puts the orbital gap (spin up / spin down) at 0.2598 / 0.2977 Ha. As for the expectation value of S²: 2.0297. As for the multiplicity: 3. Its charge is +1. The calculation puts the LUMO energy (spin up / spin down) at -4.78 / -3.78 eV. As for the electronic energy: -98536.79771 eV. For the energy relative to the best compared isomer or geometry (same formula, charge and spin), the calculation gives 0.000 eV.